# 1
{
  "formula": "C27H28N2O8",
  "method": "ωB97M-V with the def2-TZVPD basis set",
  "elements": ["C", "C", "H", "H", "O", "C", "O", "C", "C", "H", "H", "C", "N", "C", "O", "C", "H", "H", "O", "C", "O", "C", "C", "C", "C", "C", "C", "H", "C", "O", "N", "C", "O", "C", "C", "C", "C", "C", "C", "H", "H", "O", "C", "C", "H", "H", "H", "H", "H", "H", "H", "H", "H", "C", "C", "H", "H", "H", "H", "H", "H", "H", "H", "H", "H"],
  "positions_angstrom": [[-3.0122, -3.6311, -4.0270], [-3.8515, -2.4461, -3.5769], [-4.0026, -2.4726, -2.4940], [-4.8195, -2.4229, -4.0794], [-3.2285, -1.2037, -3.9324], [-2.3340, -0.7104, -3.0954], [-1.9590, -1.2645, -2.0885], [-1.7797, 0.6441, -3.5314], [-1.6198, 1.5282, -2.2871], [-1.2922, 0.8969, -1.4601], [-0.8598, 2.2904, -2.4578], [-2.9662, 2.2001, -1.9538], [-4.0568, 1.4758, -2.5605], [-4.9419, 0.6600, -1.9561], [-5.8125, 0.0726, -2.5676], [-4.8641, 0.5382, -0.4283], [-5.1135, 1.4956, 0.0379], [-5.5979, -0.2216, -0.1389], [-3.5786, 0.1722, 0.0557], [-3.3217, -1.1424, 0.1619], [-4.1215, -2.0033, -0.0971], [-1.9467, -1.3987, 0.6662], [-1.5030, -2.7188, 0.6889], [-0.2214, -3.0418, 1.1148], [0.5991, -2.0063, 1.5144], [0.1546, -0.6822, 1.4977], [-1.1158, -0.3543, 1.0798], [-1.4545, 0.6693, 1.0767], [1.2587, 0.1846, 1.9752], [1.2811, 1.3834, 2.0871], [2.3132, -0.6808, 2.2641], [1.9978, -2.0172, 2.0103], [2.7302, -2.9558, 2.1832], [3.5696, -0.2473, 2.7561], [3.6297, 0.7183, 3.7490], [4.8514, 1.1605, 4.2235], [6.0339, 0.6293, 3.7172], [5.9614, -0.3531, 2.7258], [4.7461, -0.7849, 2.2442], [4.7059, -1.5421, 1.4780], [6.8834, -0.7619, 2.3445], [7.2890, 0.9643, 4.1135], [7.4824, 2.0153, 5.0394], [7.3153, 3.3940, 4.4069], [6.3049, 3.5295, 4.0291], [7.5230, 4.1633, 5.1456], [8.0087, 3.5042, 3.5771], [8.5136, 1.8868, 5.3802], [6.8178, 1.8978, 5.9041], [4.8594, 1.9138, 4.9949], [2.7204, 1.1371, 4.1495], [0.1291, -4.0619, 1.1305], [-2.1847, -3.4857, 0.3545], [-4.0658, 1.5676, -4.0089], [-2.6521, 1.3473, -4.5698], [-2.7075, 0.7555, -5.4821], [-2.1843, 2.3032, -4.8130], [-4.4477, 2.5521, -4.3025], [-4.7568, 0.8053, -4.3707], [-2.9882, 3.2150, -2.3677], [-3.1012, 2.2682, -0.8769], [-0.7901, 0.4381, -3.9537], [-2.0561, -3.6277, -3.5086], [-2.8348, -3.5859, -5.0993], [-3.5357, -4.5529, -3.7921]],
  "e_lumo_ev": -0.6,
  "homo_lumo_gap_ha": 0.2830,
  "smiles": "CCOC(=O)C1CCN(C(=O)COC(=O)c2ccc3c(c2)C(=O)N(c2ccc(OCC)cc2)C3=O)CC1",
  "charge": 0
}

***

# 2
{
  "formula": "C27H28N6O3",
  "method": "ωB97M-V with the def2-TZVPD basis set",
  "elements": ["O", "C", "N", "C", "C", "C", "C", "C", "C", "C", "C", "C", "N", "C", "C", "C", "C", "C", "C", "C", "C", "C", "H", "H", "H", "H", "H", "H", "H", "H", "H", "H", "C", "N", "N", "N", "N", "C", "C", "C", "H", "C", "H", "H", "C", "H", "H", "H", "H", "H", "H", "H", "H", "H", "O", "C", "C", "H", "O", "H", "H", "H", "H", "H"],
  "positions_angstrom": [[-0.0266, -0.1793, 2.6643], [0.8101, 0.0011, 1.7947], [2.1495, -0.0223, 2.1070], [3.1814, 0.0736, 1.2134], [4.5070, 0.0143, 1.6308], [5.5337, 0.0934, 0.7063], [5.2375, 0.2645, -0.6619], [3.9233, 0.3020, -1.0773], [2.8767, 0.2023, -0.1567], [1.5033, 0.2563, -0.5372], [0.5106, 0.2113, 0.3799], [-0.9673, 0.2902, 0.0462], [-1.4138, 1.6277, -0.2717], [-2.6652, 2.0488, 0.1310], [-3.6433, 1.1745, 0.6115], [-4.8552, 1.6494, 1.0779], [-5.1368, 3.0021, 1.0585], [-4.1925, 3.8753, 0.5437], [-2.9702, 3.4213, 0.0896], [-1.9574, 4.3436, -0.5195], [-1.3726, 3.6217, -1.7287], [-0.6460, 2.3714, -1.2538], [0.3154, 2.6606, -0.8060], [-0.4521, 1.7177, -2.1118], [-2.1842, 3.3454, -2.4044], [-0.6720, 4.2553, -2.2739], [-1.1594, 4.5629, 0.1963], [-2.4239, 5.2864, -0.8087], [-4.4047, 4.9346, 0.5006], [-6.0829, 3.3722, 1.4228], [-5.5890, 0.9477, 1.4478], [-3.4807, 0.1081, 0.6105], [-1.2664, -0.7000, -1.0310], [-1.1258, -0.5262, -2.3269], [-1.4860, -1.6672, -2.9013], [-1.8288, -2.5265, -2.0396], [-1.7041, -1.9689, -0.8307], [-2.0070, -2.6837, 0.3839], [-3.5336, -2.8801, 0.5318], [-3.7470, -4.3896, 0.6686], [-3.6931, -4.6816, 1.7187], [-2.5715, -4.9885, -0.0962], [-2.7310, -4.8853, -1.1696], [-2.4031, -6.0374, 0.1401], [-1.4082, -4.0995, 0.3329], [-1.0662, -4.3798, 1.3297], [-0.5640, -4.1523, -0.3530], [-4.7113, -4.7021, 0.2730], [-4.0306, -2.5162, -0.3690], [-3.9275, -2.3306, 1.3854], [-1.5856, -2.1073, 1.2110], [-1.4842, -0.0018, 0.9677], [1.2710, 0.3368, -1.5893], [3.7132, 0.4188, -2.1281], [6.2272, 0.3996, -1.5989], [7.4894, 0.6983, -1.0442], [7.7707, -0.2188, 0.1431], [8.7451, -0.0112, 0.5869], [6.8148, -0.0035, 1.1614], [7.7305, -1.2651, -0.1880], [8.2195, 0.5520, -1.8410], [7.5133, 1.7443, -0.7085], [4.7583, -0.1041, 2.6728], [2.3694, -0.1565, 3.0871]],
  "e_lumo_ev": 0.0,
  "homo_lumo_gap_ha": 0.2759,
  "smiles": "O=c1[nH]c2cc3c(cc2cc1[C@H](c1nnnn1C1CCCC1)N1CCCc2ccccc21)OCCO3",
  "charge": 0
}

***

# 3
{
  "formula": "C27H29AuN4OP",
  "method": "ωB97M-V with the def2-TZVPD basis set",
  "elements": ["Au", "O", "P", "C", "C", "C", "C", "C", "C", "C", "C", "C", "C", "C", "C", "C", "C", "C", "C", "C", "C", "H", "H", "H", "H", "H", "H", "H", "H", "H", "H", "H", "H", "H", "H", "H", "N", "C", "C", "N", "C", "H", "H", "H", "H", "N", "C", "N", "C", "C", "C", "C", "C", "H", "H", "H", "H", "H", "H", "H", "H", "H", "H"],
  "positions_angstrom": [[-0.4462, 0.3484, -1.0323], [1.6642, -0.0187, -1.0057], [2.3505, -0.7934, 0.1068], [2.0765, -0.1181, 1.7515], [1.3615, 1.0621, 1.9247], [1.1808, 1.5812, 3.2002], [1.7185, 0.9278, 4.2989], [2.4469, -0.2442, 4.1280], [2.6276, -0.7666, 2.8587], [4.1177, -0.7631, -0.1917], [4.9681, -1.7458, 0.3134], [6.3333, -1.6547, 0.0917], [6.8485, -0.5884, -0.6339], [6.0025, 0.3889, -1.1409], [4.6357, 0.3049, -0.9224], [1.8210, -2.5075, 0.1391], [2.2471, -3.3437, -0.8954], [1.7605, -4.6373, -0.9836], [0.8485, -5.0999, -0.0423], [0.4234, -4.2720, 0.9872], [0.9051, -2.9740, 1.0788], [0.9552, 1.5764, 1.0616], [0.6236, 2.4995, 3.3337], [1.5766, 1.3341, 5.2922], [2.8763, -0.7470, 4.9851], [3.1977, -1.6791, 2.7280], [4.5665, -2.5889, 0.8633], [6.9963, -2.4183, 0.4781], [7.9142, -0.5238, -0.8118], [6.4074, 1.2151, -1.7110], [3.9642, 1.0528, -1.3246], [2.9581, -2.9782, -1.6270], [2.0942, -5.2871, -1.7823], [0.4725, -6.1129, -0.1099], [-0.2795, -4.6399, 1.7242], [0.5763, -2.3276, 1.8832], [-2.8520, -3.5679, -0.7818], [-2.4903, -3.7061, -2.1004], [-1.6655, -2.6555, -2.3604], [-1.5195, -1.8841, -1.2270], [-2.2444, -2.4606, -0.2989], [-3.4622, -4.1801, -0.2694], [-2.8428, -4.5148, -2.7173], [-1.1658, -2.4032, -3.2812], [-2.3592, -2.1117, 0.7153], [-2.1634, 1.4892, -0.9321], [-2.6923, 2.5010, -1.1286], [-3.3163, 3.6210, -1.3710], [-4.4637, 3.6521, -2.3017], [-5.7654, 3.7110, -1.5125], [-5.7526, 4.9030, -0.5519], [-4.5429, 4.8288, 0.3839], [-3.2507, 4.7468, -0.4197], [-4.4133, 2.7826, -2.9528], [-4.3499, 4.5482, -2.9152], [-5.8760, 2.7824, -0.9446], [-6.6042, 3.7752, -2.2067], [-6.6747, 4.9266, 0.0288], [-5.7066, 5.8325, -1.1290], [-4.6240, 3.9437, 1.0216], [-4.5004, 5.7025, 1.0358], [-2.3767, 4.6221, 0.2154], [-3.1167, 5.6544, -1.0121]],
  "e_lumo_ev": -1.7,
  "homo_lumo_gap_ha": 0.3419,
  "charge": 1
}

***

# 4
{
  "formula": "C27H29BBaCl5F8IN3OSe2",
  "method": "ωB97M-V with the def2-TZVPD basis set",
  "elements": ["Ba", "C", "C", "N", "C", "C", "C", "C", "N", "C", "C", "F", "C", "F", "C", "C", "F", "C", "F", "H", "H", "H", "H", "H", "H", "H", "H", "H", "H", "H", "H", "H", "H", "H", "Cl", "C", "C", "Cl", "C", "Cl", "C", "O", "C", "Cl", "C", "Cl", "C", "Se", "C", "C", "Se", "C", "H", "H", "H", "H", "H", "H", "H", "H", "H", "H", "I", "C", "C", "C", "C", "N", "C", "H", "H", "H", "H", "F", "B", "F", "F", "F"],
  "positions_angstrom": [[-0.0931, 0.3879, -0.2202], [-0.5086, -3.6104, -1.8949], [0.3166, -2.8245, -2.9102], [1.2443, -1.8830, -2.2999], [1.8241, -0.9726, -3.2738], [2.5622, -1.6052, -4.4596], [2.2658, -2.4983, -1.4682], [2.6485, -1.5985, -0.2837], [1.4815, -1.3734, 0.5250], [1.5254, -1.5710, 1.8278], [0.2892, -1.7271, 2.5115], [-0.8522, -1.6733, 1.7433], [0.1723, -1.9609, 3.8551], [-1.0611, -2.1278, 4.3991], [1.2851, -2.0664, 4.6747], [2.5148, -1.8920, 4.0593], [3.6255, -1.9675, 4.8301], [2.6449, -1.6436, 2.7126], [3.9070, -1.4099, 2.2491], [-1.4142, -3.9847, -2.3693], [-0.7825, -2.9669, -1.0641], [0.0435, -4.4594, -1.4994], [-0.3633, -2.2295, -3.5295], [0.8346, -3.5397, -3.5714], [2.5261, -0.3284, -2.7383], [1.0332, -0.3316, -3.6679], [3.3731, -2.2564, -4.1377], [2.9935, -0.8148, -5.0657], [1.8840, -2.1788, -5.0874], [3.1766, -2.7294, -2.0413], [1.8766, -3.4322, -1.0637], [3.0397, -0.6483, -0.6725], [3.4561, -2.1081, 0.2473], [1.2000, -2.2427, 5.7311], [-4.6198, -1.8329, -5.8446], [-3.4726, -1.0514, -4.8310], [-3.4752, -1.2832, -3.4597], [-4.5953, -2.3918, -2.7759], [-2.5835, -0.6283, -2.6343], [-2.6093, -0.9230, -0.9564], [-1.6239, 0.3038, -3.1135], [-0.8230, 0.8988, -2.3387], [-1.6515, 0.4930, -4.5237], [-0.5030, 1.5876, -5.1877], [-2.5415, -0.1591, -5.3574], [-2.5109, 0.1117, -7.0565], [-1.3882, 4.6735, 0.4051], [-1.6241, 3.3446, -0.9981], [-0.1923, 3.9920, -2.1691], [1.1955, 3.9138, -1.5713], [2.0100, 2.1509, -1.7882], [3.5903, 2.5463, -0.7113], [-1.3503, 5.6704, -0.0304], [-0.4828, 4.4595, 0.9609], [-2.2363, 4.5862, 1.0779], [-0.4395, 5.0287, -2.4203], [-0.2627, 3.3868, -3.0740], [1.1932, 4.1360, -0.5039], [1.8636, 4.6252, -2.0696], [3.2754, 2.8887, 0.2682], [4.1835, 3.3146, -1.2112], [4.1691, 1.6327, -0.6114], [-6.6329, -0.5104, 2.6623], [-4.6011, -0.0180, 2.9868], [-4.0679, -0.0632, 4.2620], [-2.7392, 0.2966, 4.4077], [-2.0107, 0.6450, 3.2781], [-2.5331, 0.6722, 2.0613], [-3.8097, 0.3605, 1.9164], [-4.6611, -0.3707, 5.1115], [-2.2728, 0.2903, 5.3800], [-0.9697, 0.9085, 3.3576], [-4.2127, 0.4116, 0.9136], [1.6813, 3.4642, 1.8065], [0.9515, 2.5073, 2.4749], [1.6868, 1.8551, 3.4119], [-0.1804, 3.0670, 3.0069], [0.5328, 1.5378, 1.4708]],
  "e_lumo_ev": 1.9,
  "homo_lumo_gap_ha": 0.2329,
  "charge": -1
}

***

These records have max |F| values of 0.7; 1.7; 0.3; 4.0 eV Å⁻¹, in the order they appear.